Record 1
Below is 14 unconnected molecules or ions with the total composition C47H80Br4O36 at a distorted geometry, with properties calculated with ωB97M-V/def2-TZVPD.

calculated total energy	-403911.586	eV
HOMO-LUMO gap	9.890	eV
charge	0

Each line ends with the Löwdin charge.
Positions of all 167 atoms, in Å:
C 1.382530 -1.177733 1.944402  -0.022
C 0.295816 -0.452695 1.170877  -0.331
C 0.617126 0.948690 0.726653  -0.092
O 0.231010 0.962654 -0.624970  0.101
C 0.155234 -0.242232 -1.087243  -0.560
O -0.300065 -0.521503 -2.184248  0.129
O 0.364490 -1.105664 -0.062325  0.069
H 1.641073 -0.734921 2.906260  0.087
H 2.314246 -1.314711 1.395552  0.091
H 1.065188 -2.213648 2.063926  0.089
H -0.673387 -0.502705 1.667122  0.159
H 1.654816 1.220894 0.919571  0.143
H -0.081044 1.578509 1.278004  0.138
C 2.978432 -2.889363 8.734932  -0.015
C 2.306283 -3.031235 10.123952  -0.285
C 0.753383 -3.031824 10.192130  -0.075
O 0.518933 -4.102425 11.056782  0.091
C 1.563863 -4.759657 11.389964  -0.522
O 1.496308 -5.793767 12.146300  0.066
O 2.618700 -4.306646 10.663199  0.070
H 2.659662 -3.579800 7.954044  0.086
H 4.067185 -2.936046 8.711575  0.081
H 2.752392 -1.907883 8.318152  0.080
H 2.684357 -2.377207 10.909706  0.152
H 0.401293 -3.361466 9.214650  0.131
H 0.197535 -2.118383 10.403700  0.140
C 9.568054 -7.004443 0.397237  -0.026
C 8.448747 -5.945919 0.179878  -0.309
C 7.536788 -6.133534 -1.050508  -0.085
O 6.245730 -5.870258 -0.455177  0.030
C 6.289331 -6.057108 0.956062  -0.436
O 5.338982 -6.107547 1.741970  0.124
O 7.605057 -6.136441 1.297726  0.054
H 9.888653 -7.186736 1.422955  0.085
H 10.355139 -6.837540 -0.338111  0.083
H 9.209465 -8.016551 0.209720  0.078
H 8.927197 -4.972917 0.291423  0.147
H 7.795748 -7.088492 -1.507761  0.124
H 7.724754 -5.459040 -1.885867  0.129
C 1.302817 4.966992 -5.190814  -0.034
C 1.055484 6.071523 -4.211800  -0.290
C 2.197161 6.159089 -3.112173  -0.077
O 2.717784 7.467021 -3.315741  0.056
C 2.082573 8.100904 -4.359509  -0.551
O 2.268574 9.276648 -4.654970  0.124
O 1.210116 7.307745 -4.884549  0.099
H 2.361531 4.920348 -5.445857  0.089
H 0.797898 5.079772 -6.150207  0.091
H 1.055419 4.022552 -4.706122  0.092
H 0.045927 6.037678 -3.802226  0.153
H 2.934790 5.376095 -3.288011  0.121
H 1.768668 5.993007 -2.123785  0.128
C -6.446408 -5.072863 -2.435438  -0.022
C -5.907646 -4.918110 -1.014092  -0.376
C -4.694835 -3.993618 -0.933250  -0.103
O -4.954796 -3.252698 0.235736  0.082
C -6.232855 -3.419269 0.626366  -0.535
O -6.871595 -2.868349 1.459236  0.177
O -6.826830 -4.324988 -0.199766  0.099
H -7.300902 -5.749585 -2.437657  0.084
H -5.659548 -5.448620 -3.089451  0.085
H -6.805402 -4.193839 -2.970710  0.086
H -5.489229 -5.878516 -0.713049  0.149
H -4.701363 -3.282549 -1.759357  0.134
H -3.818050 -4.637876 -0.998570  0.139
C -5.615013 1.087415 -5.687451  -0.028
C -7.005965 1.525877 -5.330107  -0.307
C -8.122094 1.287646 -6.402309  -0.057
O -9.045875 0.445026 -5.656016  0.037
C -8.696261 0.405700 -4.315227  -0.536
O -9.424950 -0.048576 -3.418665  0.115
O -7.481734 0.815279 -4.206986  0.110
H -5.345987 1.502852 -6.658607  0.086
H -5.514198 0.002886 -5.728998  0.097
H -4.817925 1.565782 -5.118322  0.085
H -6.971163 2.603423 -5.169521  0.149
H -7.818716 0.764262 -7.309028  0.127
H -8.576674 2.223564 -6.727135  0.124
C -3.637384 11.381415 1.403579  -0.021
C -3.499077 9.956198 1.004030  -0.347
C -2.736362 9.705852 -0.234243  -0.120
O -1.879454 8.648769 0.100103  0.085
C -1.793593 8.514278 1.425077  -0.562
O -1.094407 7.650333 1.918883  0.134
O -2.680809 9.321005 1.968112  0.109
H -4.427787 11.846755 0.814666  0.093
H -2.765450 11.989482 1.162563  0.092
H -3.884898 11.440867 2.463442  0.096
H -4.478777 9.479265 0.975239  0.162
H -2.186869 10.601277 -0.524690  0.135
H -3.411870 9.513385 -1.067768  0.143
Br 0.196992 0.022804 -9.527028  0.591
C -0.358382 -1.808018 -9.065379  -0.680
C -1.799166 -1.991472 -9.488852  -0.742
Br -2.420356 -3.786185 -9.103646  0.620
H -0.157282 -1.953763 -8.004043  0.058
H 0.337657 -2.463998 -9.588183  0.054
H -1.942377 -1.710644 -10.532276  0.053
H -2.555722 -1.351667 -9.034553  0.045
Br -6.003722 4.846295 2.317119  0.581
C -5.467128 3.559974 0.939875  -0.691
C -4.883392 4.275913 -0.270864  -0.633
Br -6.328313 5.382400 -1.134712  0.527
H -6.407914 3.070242 0.688524  0.044
H -4.751713 2.831814 1.322063  0.065
H -4.455068 3.566182 -0.978624  0.061
H -4.100020 4.935500 0.102479  0.046
C 5.172044 -6.021866 -6.553802  -0.038
O 4.291929 -6.604274 -5.552713  -0.031
C 3.139448 -5.918242 -5.214760  -0.602
O 2.737430 -4.854292 -5.742248  0.064
O 2.579329 -6.597779 -4.315470  0.033
C 1.477018 -6.014795 -3.560616  0.018
H 5.350702 -4.954944 -6.420189  0.087
H 4.623838 -6.086562 -7.493686  0.090
H 6.109382 -6.577357 -6.584173  0.090
H 0.997639 -5.184699 -4.079497  0.091
H 1.914634 -5.525351 -2.690536  0.100
H 0.813249 -6.849550 -3.335466  0.099
C 7.270637 -0.278960 -0.076034  -0.047
O 7.231899 -0.073887 -1.508553  -0.035
C 6.041074 0.350195 -2.118822  -0.498
O 5.009226 0.558979 -1.543751  0.124
O 6.207929 0.324731 -3.499391  -0.036
C 5.078795 0.413485 -4.355806  -0.053
H 8.067926 -0.979244 0.173011  0.089
H 6.346040 -0.706758 0.311531  0.084
H 7.379410 0.642613 0.495771  0.090
H 5.568994 0.762983 -5.264459  0.098
H 4.306168 1.103717 -4.017096  0.088
H 4.569613 -0.542428 -4.478482  0.097
C -2.233239 -6.412241 5.151897  -0.041
O -3.057130 -7.526771 4.886952  -0.009
C -3.415828 -7.906460 3.658844  -0.661
O -2.876447 -7.555563 2.626795  0.110
O -4.405327 -8.681772 3.783558  0.052
C -4.866553 -9.354508 2.625783  -0.027
H -1.956841 -6.545706 6.197787  0.096
H -2.724406 -5.458259 4.960088  0.099
H -1.328664 -6.533448 4.555956  0.094
H -5.446228 -8.646373 2.033656  0.092
H -5.558286 -10.191203 2.723431  0.099
H -4.037039 -9.554731 1.947602  0.097
C -1.831271 2.362583 6.252899  -0.075
O -3.059289 1.795306 6.350664  0.010
C -3.137389 0.511430 6.554363  -0.603
O -2.215799 -0.331246 6.662464  0.077
O -4.440866 0.324078 6.599780  -0.002
C -4.982094 -0.910971 7.179136  0.004
H -1.128834 1.867494 5.582407  0.097
H -1.435116 2.218685 7.258112  0.106
H -1.984968 3.393020 5.932470  0.107
H -4.576402 -1.093398 8.174242  0.095
H -4.645845 -1.700499 6.507061  0.091
H -6.071045 -0.864446 7.168130  0.094
C 5.096747 10.562424 2.668306  -0.069
O 4.788487 9.226732 2.489580  0.012
C 5.726827 8.507240 1.872124  -0.579
O 6.719220 8.884743 1.185862  0.065
O 5.396170 7.254366 1.948677  0.025
C 6.114189 6.304454 1.132954  -0.032
H 5.474753 10.995848 1.742372  0.099
H 5.884958 10.587210 3.420773  0.102
H 4.235672 11.124244 3.030248  0.099
H 6.250768 6.599422 0.092547  0.091
H 5.610096 5.348774 0.989163  0.091
H 7.153575 6.187229 1.439587  0.096

Atomic forces in eV per Å
C 0.10 -0.40 0.79
C 2.23 -0.41 0.38
C -0.76 0.70 1.78
O 0.79 2.70 -0.10
C -2.83 -2.21 -1.64
O 1.69 0.14 1.67
O -0.86 -1.61 -2.15
H -0.28 -0.05 0.11
H -0.09 0.66 -0.39
H -0.24 0.05 0.47
H -0.18 -0.34 -0.30
H 0.00 0.14 -0.46
H 0.45 0.66 -0.19
C -0.30 0.81 0.09
C 0.25 0.36 -0.20
C 0.99 -0.38 -2.33
O -3.29 1.32 1.10
C 1.21 -5.86 2.37
O 1.08 4.81 -3.27
O 0.19 -1.47 1.00
H -0.45 -0.39 0.50
H -0.02 -0.14 0.68
H -0.17 0.22 0.15
H 0.28 0.77 -0.58
H -0.22 0.06 -0.22
H 0.43 -0.10 0.69
C -0.71 -0.56 -1.10
C 1.90 -1.16 0.70
C 0.94 0.87 1.02
O -0.45 -1.06 0.96
C -1.12 0.12 0.54
O 3.12 0.24 -3.11
O -2.08 0.18 0.50
H 0.34 1.20 0.03
H 0.39 0.06 0.43
H -0.53 -0.02 -0.59
H -0.33 0.29 -0.30
H -1.23 -0.74 0.44
H -0.25 0.60 0.46
C 0.40 -0.60 -0.19
C 1.09 -0.16 0.46
C -1.47 -0.32 -0.96
O 0.19 0.16 0.07
C 1.39 3.25 1.32
O -0.15 -2.94 0.50
O -1.59 -0.24 -1.51
H 0.14 0.08 0.09
H -0.44 0.01 0.29
H -0.15 -0.15 -0.23
H 0.08 0.06 0.12
H 0.27 0.29 -0.08
H 0.23 0.55 0.15
C -0.14 -0.33 -0.23
C 1.44 -0.05 -2.71
C -0.88 -0.02 -1.47
O 0.73 0.39 1.46
C -1.13 -0.41 -0.86
O 0.99 0.38 0.39
O -1.04 -0.08 1.32
H 0.19 -0.28 -0.03
H 0.04 -0.43 0.11
H 0.10 0.56 0.69
H -0.93 -0.44 0.68
H 0.24 0.02 -0.12
H 0.43 0.70 0.81
C 0.62 0.23 -0.74
C 0.02 0.45 -1.52
C 0.13 -0.87 1.03
O -0.41 0.69 0.14
C -4.01 -2.22 0.67
O 2.46 1.51 -2.96
O 2.12 1.12 1.66
H -0.41 -0.23 -0.48
H 0.08 0.08 0.11
H -0.29 -0.41 0.82
H -0.18 -0.02 0.69
H 0.20 -0.25 0.25
H -0.30 -0.07 0.33
C -0.53 0.96 -0.28
C -0.42 0.33 0.69
C -0.20 0.99 -1.46
O 0.63 -0.39 -1.71
C 0.73 -2.65 -0.20
O -1.09 1.99 -0.05
O 0.09 -0.16 2.39
H -0.31 -0.03 0.14
H 0.32 -0.27 0.33
H 0.00 0.17 -0.11
H 0.01 -0.26 0.26
H 0.47 -0.07 0.04
H 0.29 -0.67 -0.07
Br -0.11 -0.29 0.15
C 0.20 0.14 0.14
C -0.46 0.63 -0.26
Br 0.13 -0.08 -0.21
H -0.35 0.20 -0.05
H -0.32 0.06 -0.20
H 0.32 -0.76 -0.25
H 0.58 0.09 0.71
Br 0.39 -0.35 -0.03
C -0.64 0.21 -0.57
C -0.53 0.34 0.72
Br 1.11 -0.67 0.24
H 0.25 -0.17 -0.01
H -0.07 0.23 0.27
H -0.36 0.16 -0.18
H -0.13 0.26 -0.45
C -1.37 0.22 -0.30
O -0.12 1.10 0.13
C 1.58 3.24 -3.92
O 1.36 -2.69 1.37
O -1.91 -1.24 2.52
C 0.48 0.42 -0.20
H 0.01 -0.08 0.52
H 0.36 -0.18 -0.25
H -0.34 -0.10 0.22
H -0.10 -0.48 -0.52
H -0.04 -0.53 0.30
H 0.09 0.35 0.12
C -1.01 0.12 0.12
O -1.18 0.70 -1.03
C 0.69 -1.60 -0.37
O 0.49 0.26 -0.21
O 0.85 -0.12 3.00
C -0.18 0.36 -0.07
H 0.12 0.25 -0.49
H -0.19 -0.16 -0.41
H 0.34 0.22 -0.39
H -0.65 -0.14 -0.22
H 0.31 0.27 0.15
H 0.36 -0.19 -0.07
C 0.93 -0.57 -0.39
O -0.99 -0.38 0.64
C 2.96 2.62 -0.70
O -0.25 -0.13 0.43
O -2.92 -3.01 0.77
C -0.22 1.06 -2.22
H -0.14 0.36 -0.05
H -0.04 -0.12 0.00
H 0.06 0.46 -0.08
H -0.16 0.32 0.07
H 0.62 -0.08 1.16
H 0.13 -0.52 0.35
C 2.27 0.67 0.61
O -1.38 0.07 -1.04
C 1.26 -2.71 0.33
O -2.44 2.44 -0.16
O -1.61 -1.47 1.06
C 1.12 0.02 -1.10
H -0.26 -0.19 -0.28
H 0.81 0.90 -0.01
H 0.24 -0.05 0.36
H -0.09 0.21 -0.04
H -0.18 -0.28 0.24
H 0.28 0.38 0.01
C 1.03 1.53 0.31
O -0.04 -1.56 -0.36
C 2.82 1.17 -3.22
O -2.99 -0.20 2.63
O -0.66 -2.42 -0.06
C 0.92 0.27 -1.09
H -0.05 0.10 0.05
H 0.08 0.52 0.04
H -0.09 -0.40 -0.11
H -0.39 0.91 0.03
H -0.39 0.20 1.15
H -0.24 -0.14 0.63

---

Record 2
Below is a gas-phase ion, C6H5N4O2 (charge +1) at a distorted geometry, with properties calculated with ωB97M-V/def2-TZVPD.

calculated total energy	-16345.843	eV
HOMO-LUMO gap	6.402	eV
charge	+1
energy above the lowest of the compared OMol25 structures with the same formula, charge and spin	0.000	eV

Each line ends with the Löwdin charge.
Positions of all 17 atoms, in Å:
C 2.556642 -0.162059 -0.714172  0.034
C 2.196385 -1.499205 -0.344855  -0.038
C 0.511431 0.539045 0.055989  -0.036
C 0.311565 -0.719974 0.793843  -0.249
C -0.555071 1.642875 -0.000872  -0.455
C -2.623901 1.327206 -1.295268  0.095
N 1.645339 0.726015 -0.497573  0.206
N 1.177742 -1.675927 0.407028  0.197
N -1.750836 1.272892 -0.410222  0.126
N -0.599064 -0.804871 1.704172  0.163
O -0.221197 2.671845 0.521858  0.169
O -1.166545 -1.963549 1.994782  0.136
H 3.552357 0.122327 -1.012225  0.143
H 2.848298 -2.336859 -0.549192  0.137
H -3.607992 0.925127 -1.074341  0.099
H -2.458304 1.741310 -2.287320  0.108
H -1.816849 -1.806200 2.708367  0.164

Atomic forces in eV per Å
C -0.54 -0.27 0.37
C 0.11 -0.29 -0.27
C -1.40 0.09 1.65
C 1.34 0.75 -1.24
C 1.04 -0.17 -0.12
C -0.20 0.04 -0.40
N 0.95 1.20 -1.12
N -0.13 -1.99 0.56
N -0.79 -0.52 0.50
N -2.49 -0.08 0.88
O 0.04 0.32 0.05
O 1.58 0.45 -0.55
H 0.19 0.14 0.04
H 0.01 -0.13 -0.05
H -0.06 -0.07 -0.06
H 0.11 0.18 -0.04
H 0.24 0.34 -0.17

---

Record 3
Below is a molecular structure, C9H22AlCaCl6LiNNaNbO11S at a distorted geometry, with properties calculated with ωB97M-V/def2-TZVPD.

calculated total energy	-150850.387	eV
HOMO-LUMO gap	1.121	eV
charge	+1

Each line ends with the Löwdin charge.
Positions of all 55 atoms, in Å:
O 0.557655 -0.189568 2.872471  -0.427
Nb -1.392927 0.285722 2.338763  0.992
H 1.116253 0.417725 2.348305  -0.022
H -1.885033 0.514875 4.086264  -0.104
H -1.949089 -1.446639 2.423517  -0.131
H -0.863873 0.113800 0.576773  -0.119
H -1.025857 2.075015 2.297748  -0.071
H -3.066354 0.734260 1.806103  -0.454
C -1.974403 -2.872538 -1.570034  -1.473
Cl -2.637905 -3.147702 0.046575  0.434
Cl -3.050995 -3.549931 -2.806157  0.625
Cl -1.719281 -1.138121 -1.855353  0.590
H -1.020429 -3.375323 -1.636390  -0.011
Ca -4.488096 0.812096 1.485800  1.408
C -3.849694 -3.342383 -6.232931  -0.923
O -4.114144 -2.177613 -5.829194  -0.137
O -4.603318 -4.343759 -6.080317  0.139
O -2.789108 -3.673527 -6.828994  0.176
C 3.926758 6.442899 0.196750  -0.110
C 4.210811 5.764114 1.531335  -0.270
C 4.459224 4.260799 1.407521  -0.227
C 3.280755 3.447300 0.867588  -0.229
C 1.983742 3.570211 1.667754  -0.277
C 2.106266 3.065625 3.101020  -0.118
H 3.011966 6.063086 -0.262988  0.066
H 3.800730 7.517868 0.339367  0.072
H 4.752406 6.290619 -0.502264  0.077
H 3.388725 5.960363 2.226640  0.099
H 5.101192 6.223424 1.971505  0.107
H 4.752193 3.871173 2.387488  0.102
H 5.320096 4.096497 0.751210  0.112
H 3.577816 2.392467 0.832185  0.106
H 3.082571 3.736901 -0.168677  0.103
H 1.208082 2.986505 1.157343  0.078
H 1.633427 4.605829 1.670891  0.105
H 2.423586 2.018576 3.121351  0.061
H 1.140526 3.136599 3.607778  0.060
H 2.823393 3.652917 3.675930  0.073
C -0.112980 -7.374036 -1.159733  -1.414
Cl -0.909329 -7.416020 0.427959  0.593
Cl -1.171276 -8.040029 -2.403654  0.592
Cl 0.397466 -5.736568 -1.582381  0.588
H 0.779675 -7.994838 -1.091010  0.043
Al -2.920593 -6.037284 0.481308  0.665
N 0.932344 -9.674486 2.188538  -0.639
O -0.098343 -9.032570 2.504948  -0.174
O 1.745953 -9.163272 1.381305  -0.090
O 1.131675 -10.799941 2.651449  -0.006
O -2.852741 2.757609 -3.319236  -0.311
S -3.641685 3.706004 -2.505138  0.210
O -4.302560 2.972576 -1.407523  -0.468
O -4.655033 4.345989 -3.358365  -0.237
O -2.747830 4.737557 -1.958844  -0.229
Li -3.905172 -1.559564 -2.179147  0.604
Na -4.897259 -0.491281 -5.693156  0.794

Atomic forces in eV per Å
O -4.15 1.41 -1.66
Nb 10.01 -1.95 3.04
H 0.36 -0.20 0.30
H -1.46 0.26 -0.24
H -1.74 -0.03 -0.29
H -1.18 0.22 -0.53
H -1.34 0.18 -0.27
H 6.62 -0.26 1.33
C 0.53 -0.11 -0.05
Cl 0.08 0.69 -0.14
Cl 0.00 -0.28 -0.16
Cl 0.06 0.00 -0.05
H 0.14 -0.08 -0.02
Ca -7.01 1.61 -1.93
C 0.32 -1.13 -0.44
O 0.71 -1.29 0.41
O -0.23 0.27 0.40
O 0.06 0.46 0.15
C -0.09 0.09 0.09
C 0.12 -0.02 -0.09
C 0.01 -0.03 0.14
C -0.02 0.05 -0.12
C 0.10 -0.14 -0.01
C -0.21 0.14 -0.05
H 0.04 0.02 -0.03
H 0.00 -0.03 -0.08
H -0.04 -0.02 0.00
H 0.03 -0.03 0.01
H -0.07 -0.04 0.04
H 0.00 -0.02 -0.03
H -0.03 0.02 0.02
H -0.01 0.01 0.01
H 0.01 0.00 0.03
H -0.04 0.09 -0.05
H 0.00 -0.04 -0.03
H 0.12 0.04 0.09
H 0.06 -0.04 0.07
H 0.01 -0.10 0.01
C -0.03 -0.13 -0.89
Cl 0.60 -0.41 0.48
Cl 0.05 0.13 0.21
Cl -0.01 0.13 0.11
H -0.09 -0.01 0.40
Al -0.29 -0.81 0.11
N 0.24 -0.71 0.02
O -0.40 0.27 0.16
O -0.20 0.30 -0.33
O -0.06 0.49 -0.13
O 0.02 -0.31 -0.26
S 0.06 0.16 0.34
O -0.50 -1.16 1.11
O 0.20 -0.11 -0.07
O -0.12 -0.17 -0.28
Li -0.39 0.31 -0.46
Na -0.85 2.29 -0.38